82
Properties=species:S:1:pos:R:3:forces:R:3 method="wB97M-V/def2-TZVPD" energy_ev=-77365.8652 relative_energy_kj_mol=100.1 molar_mass_g_mol=693.749 charge=+2 e_homo_ev="-13.1 / -13.4" homo_lumo_gap_ev="7.197 / 4.914" s2=6.045 multiplicity=5
Ru 0.557 -0.957 -1.712 -3.0 2.0 0.8
S 0.627 2.292 1.495 0.2 0.3 0.4
P 0.303 -1.117 1.052 0.3 -0.1 -0.2
P 2.119 0.408 -1.220 0.5 -2.8 -2.0
F 1.811 1.074 6.302 -0.6 1.2 -0.9
F 2.423 1.085 3.631 -1.4 0.7 0.7
F -0.692 4.588 2.892 0.3 -1.3 1.2
F -1.275 4.657 5.569 1.1 -0.9 -0.4
F 0.031 2.930 7.282 0.3 0.0 -1.4
C -2.301 1.720 0.325 -1.0 0.9 0.7
C -2.974 -0.421 0.811 -0.1 0.7 0.2
C 2.808 0.134 0.360 -0.8 0.1 1.6
C -3.416 -1.284 -1.497 -0.5 -0.7 -1.1
C -0.153 3.653 3.732 -0.3 0.9 -0.8
C -2.680 1.773 -2.181 0.1 -0.5 -0.2
C -2.833 -0.303 -0.590 0.1 0.8 -0.3
C 3.072 -0.304 -2.632 3.8 1.7 0.4
C 1.091 -2.713 -2.315 2.1 0.2 -0.3
C -0.682 -0.372 -3.239 1.2 0.8 -1.2
C 3.492 -2.525 -1.502 -0.1 0.2 0.3
C 0.293 2.895 5.970 -0.4 -0.2 0.9
C -0.409 -2.799 0.688 -0.1 -0.2 -0.4
C -0.375 3.765 5.093 -0.8 0.6 0.0
C -3.696 -1.508 1.489 -0.2 -0.4 -0.1
C 2.140 -0.964 1.314 1.2 0.5 -0.4
C -3.051 1.273 2.759 0.5 -0.2 0.2
C 1.783 2.055 -1.755 -0.4 0.5 0.8
C -2.661 0.841 1.395 -0.4 0.1 -0.7
C 1.812 -1.501 -4.514 -0.6 -1.7 -0.1
C 1.409 1.878 4.096 1.1 -0.5 -0.2
C 1.982 -2.435 -1.220 1.1 -2.4 -0.7
C -2.320 3.199 0.451 0.4 0.5 0.0
C 0.652 2.625 3.146 0.1 0.5 0.9
C 1.203 1.954 5.467 0.4 -0.9 0.2
C 1.936 -0.389 -3.553 -1.4 0.9 1.0
C -2.462 1.060 -0.910 -0.6 -1.2 0.5
C 1.523 -2.831 -3.748 -0.1 -0.5 -0.2
C -0.269 -1.048 2.800 -0.5 0.5 0.5
C 4.026 -1.527 -2.517 0.1 0.7 0.8
H 1.676 0.597 -3.991 -0.1 -0.7 0.4
H -2.296 1.975 3.142 -0.3 -0.1 0.1
H -3.159 -2.334 -1.238 -0.2 0.7 -0.1
H -4.032 1.779 2.756 0.3 -0.1 -0.1
H 2.414 -3.460 -3.676 -0.1 -0.2 -0.7
H -3.781 -2.396 0.858 0.0 0.1 0.2
H 3.808 -0.127 0.083 1.0 0.0 0.6
H 1.850 -3.070 -0.348 -0.6 0.4 0.1
H 2.685 -1.663 -5.161 0.0 0.4 0.2
H -4.723 -1.173 1.708 0.2 -0.1 0.1
H 1.964 2.699 -0.906 0.1 0.6 -0.1
H 0.159 -3.172 -2.073 -0.9 -0.7 0.2
H 2.693 1.141 0.788 0.8 -0.5 0.5
H -1.265 -3.026 1.347 0.5 0.2 -0.1
H 4.052 -2.377 -0.567 -0.3 -0.2 -0.1
H -0.323 0.641 -3.568 -0.9 -0.9 0.0
H -1.733 -0.420 -3.098 -0.4 -0.1 0.2
H -4.522 -1.157 -1.400 0.5 -0.4 -0.1
H -0.225 -2.045 3.280 0.1 0.5 -0.3
H -2.695 1.092 -3.029 0.0 0.3 0.0
H 2.449 2.242 -2.570 0.4 0.6 -0.5
H -3.660 2.247 -2.146 -0.1 0.3 0.1
H 3.764 0.565 -2.774 -0.3 -0.5 -1.1
H -1.314 -0.701 2.798 0.4 -0.3 0.2
H 2.677 -1.922 1.168 -0.3 0.6 0.3
H 0.749 2.154 -2.082 0.1 0.0 0.1
H 0.960 -1.319 -5.182 0.5 0.1 0.1
H -1.917 2.534 -2.303 0.0 0.2 -0.3
H -1.878 3.676 -0.443 -0.1 -0.1 0.6
H 4.267 -2.027 -3.459 -0.5 0.5 -0.2
H 5.014 -1.165 -2.182 -0.4 0.0 -0.1
H -3.120 0.394 3.416 0.0 0.4 0.0
H -0.825 -2.731 -0.339 0.2 -0.3 0.6
H -0.389 -1.105 -3.995 -0.6 0.4 -0.2
H -1.780 3.519 1.356 -0.3 0.0 -0.6
H 0.298 -0.323 3.404 -0.1 -0.3 -0.3
H -3.226 -1.790 2.429 -0.1 0.0 0.1
H -3.353 3.591 0.541 0.3 -0.4 -0.1
H 0.308 -3.629 0.729 -0.3 0.2 0.1
H 2.344 -0.579 2.335 -0.3 -0.6 -0.6
H 3.726 -3.540 -1.847 -0.1 0.1 0.3
H -3.162 -1.104 -2.560 -0.4 -0.2 0.8
H 0.675 -3.350 -4.211 0.7 -0.2 -0.4